No. 1
Entry from the OMol25 dataset: 12 unconnected molecules or ions with the total composition C36H56N8O4 (ωB97M-V/def2-TZVPD).

Bonds (Å) are listed after each position.
CARTESIAN COORDINATES (ANGSTROEM)
1 C -1.9996 -3.6650 4.4223  C2 1.376, C5 1.351, H6 1.080
2 C -1.6095 -2.7672 5.3900  C1 1.376, C3 1.370, H7 1.080
3 C -2.6751 -1.9186 5.5322  C2 1.370, N4 1.356, H8 1.080
4 N -3.6096 -2.1995 4.5903  C3 1.356, C5 1.356, H9 1.010
5 C -3.1180 -3.2034 3.8219  C1 1.351, N4 1.356, H10 1.080
6 H -1.3973 -4.5099 4.1228  C1 1.080
7 H -0.7391 -2.7733 6.0294  C2 1.080
8 H -2.7532 -1.0384 6.1531  C3 1.080
9 H -4.5216 -1.7728 4.5108  N4 1.010
10 H -3.6793 -3.5151 2.9534  C5 1.080
11 C 3.3095 -4.4394 5.0795  C12 1.388, C15 1.391, H16 1.080
12 C 3.3958 -3.7783 3.8616  C11 1.388, C13 1.372, H17 1.080
13 C 4.3736 -2.8300 4.0293  C12 1.372, N14 1.379, H18 1.080
14 N 4.9680 -2.9801 5.2649  C13 1.379, C15 1.335, H19 1.010
15 C 4.4592 -4.0990 5.7848  C11 1.391, N14 1.335, H20 1.080
16 H 2.5864 -5.1952 5.3482  C11 1.080
17 H 2.7696 -3.6831 2.9869  C12 1.080
18 H 4.7268 -2.0020 3.4327  C13 1.080
19 H 5.7747 -2.4696 5.5946  N14 1.010
20 H 4.8886 -4.5363 6.6740  C15 1.080
21 C -0.1756 5.3168 2.0412  C22 1.382, C25 1.419, H26 1.080
22 C 1.1007 5.8089 2.2410  C21 1.382, C23 1.389, H27 1.080
23 C 1.0137 7.0212 2.9136  C22 1.389, N24 1.335, H28 1.080
24 N -0.2922 7.2763 3.0280  C23 1.335, C25 1.354, H29 1.010
25 C -1.0802 6.2812 2.5553  C21 1.419, N24 1.354, H30 1.080
26 H -0.4368 4.3360 1.6723  C21 1.080
27 H 2.0153 5.2897 1.9951  C22 1.080
28 H 1.7204 7.7890 3.1919  C23 1.080
29 H -0.6724 8.1384 3.3919  N24 1.010
30 H -2.1415 6.2799 2.7554  C25 1.080
31 C 0.7095 0.6516 -0.5700  C32 1.395, C35 1.367, H36 1.080
32 C -0.6636 0.8967 -0.5400  C31 1.395, C33 1.400, H37 1.080
33 C -1.1165 0.1984 0.5858  C32 1.400, N34 1.336, H38 1.080
34 N -0.1251 -0.3855 1.2646  C33 1.336, C35 1.391, H39 1.010
35 C 1.0196 -0.1063 0.5251  C31 1.367, N34 1.391, H40 1.080
36 H 1.3955 0.9125 -1.3623  C31 1.080
37 H -1.3108 1.3232 -1.2921  C32 1.080
38 H -2.1261 0.0825 0.9514  C33 1.080
39 H -0.1934 -0.8578 2.1548  N34 1.010
40 H 1.9489 -0.4805 0.9285  C35 1.080
41 C -5.7286 -2.6533 -0.9069  C42 1.392, C45 1.415, H46 1.080
42 C -6.2034 -3.7714 -1.5859  C41 1.392, C43 1.382, H47 1.080
43 C -7.4212 -4.1839 -1.0789  C42 1.382, N44 1.368, H48 1.080
44 N -7.7892 -3.3475 -0.0614  C43 1.368, C45 1.411, H49 1.010
45 C -6.7586 -2.3879 0.0261  C41 1.415, N44 1.411, H50 1.080
46 H -4.7844 -2.1511 -1.0576  C41 1.080
47 H -5.6225 -4.2978 -2.3288  C42 1.080
48 H -8.0578 -5.0249 -1.3110  C43 1.080
49 H -8.6476 -3.3577 0.4707  N44 1.010
50 H -6.7567 -1.5845 0.7478  C45 1.080
51 C -2.5108 -1.2425 -5.5659  C52 1.424, C55 1.353, H56 1.080
52 C -2.4938 -0.8783 -6.9427  C51 1.424, C53 1.346, H57 1.080
53 C -1.2208 -0.4827 -7.1281  C52 1.346, N54 1.346, H58 1.080
54 N -0.4612 -0.6580 -6.0305  C53 1.346, C55 1.355, H59 1.010
55 C -1.2543 -1.1860 -5.0674  C51 1.353, N54 1.355, H60 1.080
56 H -3.3461 -1.6022 -4.9835  C51 1.080
57 H -3.3719 -0.8203 -7.5689  C52 1.080
58 H -0.7169 -0.0574 -7.9834  C53 1.080
59 H 0.4934 -0.3292 -6.0032  N54 1.010
60 H -0.7631 -1.3614 -4.1217  C55 1.080
61 C 1.9387 -5.6927 -0.5267  C62 1.424, C65 1.396, H66 1.080
62 C 1.1728 -4.6396 -1.1040  C61 1.424, C63 1.376, H67 1.080
63 C -0.1344 -5.0472 -0.9714  C62 1.376, N64 1.366, H68 1.080
64 N -0.1969 -6.2422 -0.3133  C63 1.366, C65 1.392, H69 1.010
65 C 1.0897 -6.6541 0.0234  C61 1.396, N64 1.392, H70 1.080
66 H 3.0173 -5.7478 -0.5269  C61 1.080
67 H 1.4468 -3.7127 -1.5857  C62 1.080
68 H -1.0461 -4.5719 -1.3021  C63 1.080
69 H -1.0826 -6.6934 -0.1341  N64 1.010
70 H 1.2807 -7.5399 0.6110  C65 1.080
71 C 7.3141 1.9723 3.4937  C72 1.367, C75 1.410, H76 1.080
72 C 6.0227 1.9862 3.9409  C71 1.367, C73 1.412, H77 1.080
73 C 5.1425 2.1225 2.8456  C72 1.412, N74 1.325, H78 1.080
74 N 5.8945 2.0032 1.7617  C73 1.325, C75 1.370, H79 1.010
75 C 7.2253 2.0254 2.0877  C71 1.410, N74 1.370, H80 1.080
76 H 8.2257 2.0175 4.0711  C71 1.080
77 H 5.6864 1.9569 4.9668  C72 1.080
78 H 4.0686 2.0349 2.7725  C73 1.080
79 H 5.5220 2.0308 0.8232  N74 1.010
80 H 7.9410 2.1338 1.2862  C75 1.080
81 C -4.0460 3.1860 -4.9123  O82 1.389, H83 1.090, H84 1.090, H85 1.090
82 O -3.8883 4.4990 -4.4859  C81 1.389, H86 0.960
83 H -4.9964 2.9665 -5.3987  C81 1.090
84 H -3.3026 2.8812 -5.6489  C81 1.090
85 H -3.8254 2.4961 -4.0978  C81 1.090
86 H -3.0641 4.8728 -4.8061  O82 0.960
87 C -4.5384 3.7763 0.1244  O88 1.402, H89 1.090, H90 1.090, H91 1.090
88 O -5.6052 4.5544 0.5966  C87 1.402, H92 0.960
89 H -3.6662 4.3948 -0.0874  C87 1.090
90 H -4.2681 2.9535 0.7862  C87 1.090
91 H -4.9062 3.4406 -0.8452  C87 1.090
92 H -5.5875 5.3826 0.1115  O88 0.960
93 C 4.5489 0.1383 -6.1073  O94 1.412, H95 1.090, H96 1.090, H97 1.090
94 O 3.5723 1.0762 -5.7052  C93 1.412, H98 0.960
95 H 4.1423 -0.4378 -6.9385  C93 1.090
96 H 5.4581 0.6500 -6.4228  C93 1.090
97 H 4.8372 -0.4624 -5.2446  C93 1.090
98 H 3.9092 1.7359 -5.0946  O94 0.960
99 C 3.4563 4.5813 -2.0495  O100 1.423, H101 1.090, H102 1.090, H103 1.090
100 O 4.2009 3.6493 -2.8244  C99 1.423, H104 0.960
101 H 4.0320 4.8724 -1.1709  C99 1.090
102 H 3.3443 5.5746 -2.4842  C99 1.090
103 H 2.4264 4.2833 -1.8532  C99 1.090
104 H 4.9140 4.1751 -3.1939  O100 0.960

Results
Highest occupied orbital energy   -7.86 eV
SMILES   c1cc[nH]c1.c1cc[nH]c1.c1cc[nH]c1.c1cc[nH]c1.c1cc[nH]c1.c1cc[nH]c1.c1cc[nH]c1.c1cc[nH]c1.CO.CO.CO.CO
Electronic energy   -2144.1047 Ha


No. 2
Entry from the OMol25 dataset: 3 unconnected molecules or ions with the total composition C36H58BBr2N3O7S (ωB97M-V/def2-TZVPD).

Bonds (Å) are listed after each position.
CARTESIAN COORDINATES (ANGSTROEM)
1 C 1.9199 -1.2141 5.1948  C2 1.550, H39 1.080, H40 1.081, H41 1.080
2 C 2.4949 -0.2175 4.1557  C1 1.550, C3 1.520, H42 1.080, H43 1.084
3 C 2.1554 -0.6310 2.7333  C2 1.520, C4 1.536, C5 1.566, H44 1.082
4 C 2.8955 -1.9241 2.3594  C3 1.536, H45 1.083, H46 1.083, H47 1.080
5 C 2.3352 0.4742 1.6379  C3 1.566, C6 1.522, O10 1.408, H48 1.087
6 C 3.1945 1.6449 2.0949  C5 1.522, C7 1.531, H49 1.085, H50 1.078
7 C 4.6518 1.1891 2.2022  C6 1.531, C8 1.525, H51 1.082, H52 1.081
8 C 5.4294 1.5366 0.9369  C7 1.525, S9 1.823, H53 1.080, H54 1.081
9 S 6.6329 0.2072 0.6109  C8 1.823, H55 1.338
10 O 1.0215 0.7787 1.2315  C5 1.408, C11 1.422
11 C 0.6809 1.2525 -0.0650  O10 1.422, C12 1.548, C16 1.559, C21 1.578
12 C 1.6273 0.5337 -1.0572  C11 1.548, C13 1.516, H56 1.085, H57 1.083
13 C 1.4442 0.4235 -2.5577  C12 1.516, C14 1.533, H58 1.082, H59 1.077
14 C 2.6045 -0.4236 -3.0936  C13 1.533, N15 1.467, H60 1.089, H61 1.085
15 N 3.8956 0.2586 -2.9555  C14 1.467, H62 1.005, H63 1.005
16 C 1.0324 2.7714 -0.0846  C11 1.559, Br17 1.996, C18 1.568, H64 1.073
17 Br 0.6141 3.6358 -1.8345  C16 1.996
18 C 0.7640 3.7886 1.0778  C16 1.568, C19 1.535, Br20 1.947, H65 1.077
19 C -0.0178 5.0671 0.7449  C18 1.535, H66 1.081, H67 1.079, H68 1.077
20 Br 0.0877 3.1603 2.7918  C18 1.947
21 C -0.8370 0.8437 -0.2017  C11 1.578, C22 1.523, N29 1.434, N34 1.525
22 C -1.0600 -0.5340 0.4089  C21 1.523, C23 1.505, H69 1.091, H70 1.073
23 C -0.2862 -1.7370 -0.0601  C22 1.505, O24 1.224, O25 1.401
24 O 0.1471 -2.5692 0.7254  C23 1.224
25 O -0.0352 -1.8979 -1.4295  C23 1.401, C26 1.367
26 C -0.4535 -3.0925 -1.9453  O25 1.367, C27 1.494, O28 1.231
27 C 0.3574 -3.5353 -3.1198  C26 1.494, H71 1.082, H72 1.083, H73 1.076
28 O -1.4230 -3.7090 -1.5038  C26 1.231
29 N -1.3123 0.9590 -1.5494  C21 1.434, B30 1.446, H74 1.007
30 B -2.2407 0.0937 -2.2433  N29 1.446, O31 1.405, O32 1.362
31 O -3.5963 0.1033 -1.8734  B30 1.405, H75 0.956
32 O -1.8763 -0.7045 -3.2853  B30 1.362, C33 1.426
33 C -2.7837 -1.7267 -3.6916  O32 1.426, H76 1.079, H77 1.082, H78 1.082
34 N -1.6400 1.8058 0.6665  C21 1.525, C35 1.456, C36 1.415
35 C -2.4011 2.8430 -0.0148  N34 1.456, H79 1.085, H80 1.079, H81 1.084
36 C -2.4259 1.2463 1.7016  N34 1.415, C37 1.522, O38 1.230
37 C -3.9368 1.1216 1.5654  C36 1.522, H82 1.080, H83 1.083, H84 1.079
38 O -1.9280 0.8626 2.7583  C36 1.230
39 H 1.4346 -2.0421 4.7003  C1 1.080
40 H 1.1998 -0.7127 5.8261  C1 1.081
41 H 2.7008 -1.5936 5.8371  C1 1.080
42 H 2.1215 0.7648 4.4066  C2 1.080
43 H 3.5682 -0.2005 4.3050  C2 1.084
44 H 1.1090 -0.9054 2.7439  C3 1.082
45 H 2.8116 -2.0909 1.2928  C4 1.083
46 H 3.9298 -1.9057 2.6799  C4 1.083
47 H 2.3942 -2.7490 2.8447  C4 1.080
48 H 2.9738 -0.0145 0.9062  C5 1.087
49 H 3.1973 2.4266 1.3417  C6 1.085
50 H 2.8371 2.1107 2.9995  C6 1.078
51 H 4.6855 0.1103 2.2843  C7 1.082
52 H 5.1351 1.5804 3.0862  C7 1.081
53 H 5.9697 2.4661 1.0408  C8 1.080
54 H 4.7529 1.5924 0.0961  C8 1.081
55 H 7.6486 0.8674 0.0433  S9 1.338
56 H 2.6171 0.9641 -0.9414  C12 1.085
57 H 1.7924 -0.4746 -0.6976  C12 1.083
58 H 1.5024 1.3554 -3.1050  C13 1.082
59 H 0.5538 -0.0884 -2.8835  C13 1.077
60 H 2.6182 -1.3366 -2.5010  C14 1.089
61 H 2.4080 -0.7210 -4.1188  C14 1.085
62 H 4.2617 0.5037 -3.8584  N15 1.005
63 H 4.5728 -0.3072 -2.4755  N15 1.005
64 H 2.1007 2.7734 -0.1815  C16 1.073
65 H 1.7337 4.1771 1.3413  C18 1.077
66 H -0.2136 5.5423 1.6963  C19 1.081
67 H 0.5956 5.7575 0.1866  C19 1.079
68 H -0.9775 4.8787 0.2940  C19 1.077
69 H -2.1100 -0.8232 0.3411  C22 1.091
70 H -0.8598 -0.5236 1.4625  C22 1.073
71 H 1.3567 -3.7700 -2.7787  C27 1.082
72 H 0.3919 -2.7433 -3.8572  C27 1.083
73 H -0.1292 -4.4020 -3.5326  C27 1.076
74 H -0.8311 1.6323 -2.1231  N29 1.007
75 H -4.1350 0.5799 -2.5027  O31 0.956
76 H -3.2080 -2.2652 -2.8592  C33 1.079
77 H -3.5805 -1.3505 -4.3200  C33 1.082
78 H -2.2227 -2.4427 -4.2768  C33 1.082
79 H -2.7966 3.5096 0.7441  C35 1.085
80 H -1.8124 3.4483 -0.6859  C35 1.079
81 H -3.2548 2.4898 -0.5816  C35 1.084
82 H -4.3042 1.1698 0.5507  C37 1.080
83 H -4.3655 1.9053 2.1774  C37 1.083
84 H -4.2337 0.1808 2.0037  C37 1.079
85 C -3.1832 -2.5226 -9.1794  C86 1.388, C90 1.388, H91 1.082
86 C -2.2835 -2.0082 -8.2569  C85 1.388, C87 1.388, H92 1.082
87 C -1.6661 -2.8530 -7.3455  C86 1.388, C88 1.388, H93 1.083
88 C -1.9508 -4.2111 -7.3536  C87 1.388, C89 1.388, H94 1.083
89 C -2.8558 -4.7241 -8.2717  C88 1.388, C90 1.388, H95 1.082
90 C -3.4709 -3.8802 -9.1853  C85 1.388, C89 1.388, H96 1.082
91 H -3.6609 -1.8653 -9.8940  C85 1.082
92 H -2.0631 -0.9487 -8.2480  C86 1.082
93 H -0.9622 -2.4516 -6.6272  C87 1.083
94 H -1.4679 -4.8703 -6.6436  C88 1.083
95 H -3.0816 -5.7823 -8.2754  C89 1.082
96 H -4.1753 -4.2806 -9.9024  C90 1.082
97 C -3.6584 0.4203 6.2683  C98 1.388, C102 1.388, H103 1.083
98 C -4.0293 0.3201 7.6024  C97 1.388, C99 1.388, H104 1.083
99 C -3.1086 0.6025 8.6017  C98 1.388, C100 1.388, H105 1.082
100 C -1.8166 0.9820 8.2661  C99 1.388, C101 1.388, H106 1.083
101 C -1.4458 1.0753 6.9316  C100 1.388, C102 1.389, H107 1.083
102 C -2.3657 0.7959 5.9295  C97 1.388, C101 1.389, H108 1.081
103 H -4.3783 0.2044 5.4888  C97 1.083
104 H -5.0365 0.0217 7.8641  C98 1.083
105 H -3.3979 0.5267 9.6419  C99 1.082
106 H -1.0988 1.2044 9.0453  C100 1.083
107 H -0.4363 1.3670 6.6700  C101 1.083
108 H -2.0790 0.8693 4.8901  C102 1.081

Results
Highest occupied orbital energy   -8.77 eV
SMILES   CC[C@H](C)[C@H](CCCS)O[C@](CCCN)([C@@H](Br)[C@@H](C)Br)[C@](CC(=O)OC(C)=O)(NB(O)OC)N(C)C(C)=O.c1ccccc1.c1ccccc1
Electronic energy   -7668.6102 Ha


| no. | orbital gap (eV) |
| --- | --- |
| 1 | 8.140 |
| 2 | 8.868 |